1.
DFT (ωB97M-V with the def2-TZVPD basis set) results for 2 unconnected molecules or ions with the total composition C4H11N3O at a distorted geometry.

The calculation puts the frontier orbital gap (spin up / spin down) at 7.67 / 3.72 eV. For the energy above the lowest of the compared OMol25 structures with the same formula, charge and spin, the calculation gives 265.4 kJ/mol.

Structure (ORCA input):
```
! RIJCOSX wB97M-V def2-TZVPD def2/J DEFGRID3
* xyz 1 2
H -0.61978 2.75921 0.07245
H 1.28815 2.63776 1.60889
N 1.79828 -1.65496 -0.43349
H 1.57861 0.78202 1.47230
H 1.19301 1.59062 3.06223
C 0.70148 -1.70824 -1.33094
C 0.99973 1.63079 1.98768
H -1.05076 0.58737 2.34390
N 0.95463 -2.47099 -2.48425
N -0.46983 -1.23507 -1.01523
O -2.57923 2.06725 0.61371
H 0.10946 -2.70487 -3.01471
H 2.34260 -2.56171 -0.46555
H -2.80383 2.85723 0.09943
H 1.54575 -3.30205 -2.34360
H -0.34942 -0.55173 -0.26671
H 1.49029 -1.52397 0.54832
C -1.19807 2.09534 0.82050
C -0.51511 1.38532 1.77344
*
```

2.
DFT (ωB97M-V with the def2-TZVPD basis set) results for a gas-phase ion, C4H11N3O (charge +1) at a distorted geometry.

The calculation puts the frontier orbital gap (spin up / spin down) at 11.26 / 5.70 eV. For the energy above the lowest of the compared OMol25 structures with the same formula, charge and spin, the calculation gives 315.5 kJ/mol.

Structure (ORCA input):
```
! RIJCOSX wB97M-V def2-TZVPD def2/J DEFGRID3
* xyz 1 2
C -0.08116 0.75592 1.99461
H 2.15667 -1.13474 -2.73810
H -0.13870 1.69144 2.67545
H 0.76908 -0.39255 -3.23348
C 1.30490 -0.50768 -2.23906
N 0.39722 -1.19131 -1.39825
O -1.28123 -1.37709 0.00943
C -0.53475 -0.63704 -0.57946
H -2.04271 1.26879 1.03605
H 0.91068 0.87605 1.57904
N -0.29523 -0.54310 2.40778
H 1.64709 0.33488 -1.67434
H -0.25534 -1.29748 1.79078
C -0.50962 0.93509 -0.34281
H -1.11866 -0.73753 2.82398
N -1.01432 1.38178 0.96542
H -0.84912 1.38099 -1.33388
H 0.35756 -2.16868 -1.40887
H 0.57763 1.36224 -0.33429
*
```

3.
DFT (ωB97M-V with the def2-TZVPD basis set) results for 2 unconnected molecules or ions with the total composition C4H11N3O2 at a distorted geometry.

The calculation puts the frontier orbital gap at 9.87 eV. For the energy above the lowest of the compared OMol25 structures with the same formula, charge and spin, the calculation gives 73.8 kJ/mol.

Structure (ORCA input):
```
! RIJCOSX wB97M-V def2-TZVPD def2/J DEFGRID3
* xyz 0 1
H -0.88740 -0.00734 -1.31555
H 0.00358 -0.08032 -2.62107
N -0.23051 0.53674 -1.85566
O -1.47090 -0.22685 1.15552
H 2.91079 0.35402 0.84225
C 2.14623 1.13492 0.84924
H -3.40747 -1.54964 0.81592
C 0.76826 1.08969 -1.06153
H -3.00436 -2.70836 2.08059
H 1.35518 1.87631 -2.75610
H 2.46102 2.17708 -1.58183
N 0.96145 0.73197 0.13791
C -1.34476 -1.56079 1.10340
H -2.72214 -3.03412 0.38783
H 1.89807 1.30970 1.89479
H -0.63955 0.28400 0.98141
N 1.48443 2.02165 -1.76471
C -2.65241 -2.27027 1.15183
O -0.26823 -2.09452 1.10337
H 2.63873 2.01612 0.45239
*
```

4.
DFT (ωB97M-V with the def2-TZVPD basis set) results for 2 unconnected molecules or ions with the total composition C4H11N3O2 at a distorted geometry.

The calculation puts the frontier orbital gap at 9.21 eV. For the energy above the lowest of the compared OMol25 structures with the same formula, charge and spin, the calculation gives 190.7 kJ/mol.

Structure (ORCA input):
```
! RIJCOSX wB97M-V def2-TZVPD def2/J DEFGRID3
* xyz 0 1
H -2.32135 2.74659 0.06275
H -3.14239 0.61395 -0.35327
C -1.40869 0.28904 0.73517
C 2.91954 -1.72092 -1.13856
H 3.64492 -2.53274 -0.66744
C 1.87718 -1.11707 -0.29495
H -3.22451 -0.66430 0.69931
N -0.59262 1.32647 0.50016
H 1.26521 0.64355 0.28017
H 2.53195 -2.17753 -1.94994
O 1.90084 0.26948 -0.23910
H -1.33546 -1.65001 1.38025
N -0.92201 -0.72926 1.47428
H -1.17206 2.43323 -1.24034
H 3.42401 -0.94795 -1.61047
H -0.65991 3.30845 0.14608
O 1.22123 -1.82625 0.35501
C -1.29777 2.41311 -0.10557
H 0.09860 -0.84152 1.58953
N -2.80670 0.16368 0.37692
*
```

5.
DFT (ωB97M-V with the def2-TZVPD basis set) results for a single C4H11N3O2 molecule at a distorted geometry.

The calculation puts the frontier orbital gap at 8.84 eV. For the energy above the lowest of the compared OMol25 structures with the same formula, charge and spin, the calculation gives 544.8 kJ/mol.

Structure (ORCA input):
```
! RIJCOSX wB97M-V def2-TZVPD def2/J DEFGRID3
* xyz 0 1
H 0.13035 1.89060 1.81096
H -0.70761 -1.04130 -1.80586
H -0.09050 -2.39158 -0.30649
C -0.92559 0.00615 0.09206
H -0.34106 2.83058 0.37918
H -2.32826 -1.16892 -1.07236
H 1.60056 -0.23284 -1.23456
H 1.37232 2.61204 0.75194
O 0.85437 1.01908 -1.32342
N -0.35489 -2.19985 0.66116
N 1.32401 -0.19367 0.60540
N -0.40835 -0.96025 1.05520
C 0.42352 0.89049 -0.09643
H 2.07256 0.17490 1.19869
H -1.75922 0.34041 -1.83029
H 0.03478 -2.83242 1.34891
C 0.39329 2.13292 0.77951
C -1.46660 -0.51636 -1.22531
H -1.68035 0.58981 0.62053
O 1.85667 -0.94978 -0.40883
*
```

6.
DFT (ωB97M-V with the def2-TZVPD basis set) results for 2 unconnected molecules or ions with the total composition C4H11N3O2.

The calculation puts the frontier orbital gap at 10.29 eV. For the energy above the lowest of the compared OMol25 structures with the same formula, charge and spin, the calculation gives 70.9 kJ/mol.

Structure (ORCA input):
```
! RIJCOSX wB97M-V def2-TZVPD def2/J DEFGRID3
* xyz 0 1
H -0.55012 -1.04739 -2.19471
O 1.84376 0.59227 -0.95522
H -0.28449 0.66156 -2.20070
H -1.99585 1.36397 -0.16499
H 1.97519 -1.90633 -0.05945
C 1.69403 -1.80267 -1.11117
H 2.55608 -2.01681 -1.74818
C -1.24877 -0.06106 1.24684
H 1.04950 2.01828 2.12939
H 0.64779 -0.32061 1.90532
H -2.33180 1.77234 1.54846
H 1.01384 1.63904 0.54559
N 0.41693 1.70806 1.38792
N 0.08951 -0.27122 -2.08366
H -3.24830 0.48848 0.74746
C -2.26510 0.96344 0.81571
H 0.90176 -2.52487 -1.32746
N -0.03167 0.40807 1.69231
C 1.23606 -0.39394 -1.35973
O -1.46833 -1.27061 1.18628
*
```

7.
DFT (ωB97M-V with the def2-TZVPD basis set) results for 2 unconnected molecules or ions with the total composition C4H11N3O2 at a distorted geometry.

The calculation puts the frontier orbital gap at 9.76 eV. For the energy above the lowest of the compared OMol25 structures with the same formula, charge and spin, the calculation gives 85.2 kJ/mol.

Structure (ORCA input):
```
! RIJCOSX wB97M-V def2-TZVPD def2/J DEFGRID3
* xyz 0 1
O 1.77543 0.19624 -1.81066
C 1.02914 -0.88104 -2.15949
H 1.57563 0.61227 -0.93359
N 0.56364 0.86201 0.69534
H 1.75645 -2.04191 -3.77792
C -0.38601 0.13614 1.16629
C -1.24014 1.51366 3.02709
H 0.24539 -1.65751 0.59736
H -0.33089 2.08749 2.86360
H -2.47468 0.55019 1.66366
N -1.50899 0.81371 1.73617
H -1.93028 2.31916 3.18340
H -1.34321 -1.67944 1.23656
H -1.13782 0.76615 3.81481
H 1.70428 -0.28623 -4.15314
O 0.43906 -1.58447 -1.39671
N -0.47146 -1.20598 1.13548
C 1.21514 -1.10396 -3.63351
H 0.31491 1.83576 0.77842
H 0.20443 -1.25226 -4.03318
*
```

8.
DFT (ωB97M-V with the def2-TZVPD basis set) results for 2 unconnected molecules or ions with the total composition C4H11N3O2 at a distorted geometry.

The calculation puts the frontier orbital gap at 9.57 eV. For the energy above the lowest of the compared OMol25 structures with the same formula, charge and spin, the calculation gives 154.5 kJ/mol.

Structure (ORCA input):
```
! RIJCOSX wB97M-V def2-TZVPD def2/J DEFGRID3
* xyz 0 1
C 1.39843 -2.13738 2.02665
H -1.18508 2.10532 -2.81151
H 0.29757 -2.03825 1.88604
C 1.20313 0.19313 1.33678
H 2.65586 -0.56003 2.63516
N 1.83216 1.50076 1.24333
H 1.42718 2.24685 1.78525
N 0.22889 -0.13442 0.62376
H -1.29283 0.85206 -3.84034
H -0.31253 0.56946 0.15592
N 1.89613 -0.80375 2.03450
C -2.45437 0.43620 -1.84765
C -1.89370 1.28186 -3.06346
O -3.42065 0.54626 -1.15451
H 1.72466 -2.78538 1.19326
H 2.83411 1.61040 1.33351
H -2.80679 1.69461 -3.48541
H 1.59088 -2.60733 3.00298
O -1.64694 -0.63810 -1.79230
H -2.07611 -1.33226 -1.26195
*
```